9
Properties=species:S:1:pos:R:3:forces:R:3 method="wB97M-V/def2-TZVPD" orbital_gap_ev=7.40 fmax_ev_per_a=7.169 smiles="C=CC1=P#[PH]1" e_lumo_ha=-0.032 de_lowest_kcal_mol=33.9 homo_ha=-0.30359
P -2.305582 -0.889221 -0.003139 0.425 0.269 -0.195
P -1.923487 1.241307 -0.204548 1.642 -0.306 0.473
C -0.580709 0.276466 0.107979 -6.867 0.529 -1.989
C 1.775210 0.486091 0.259767 -3.338 0.401 -1.049
C 0.641713 -0.269725 0.221001 5.194 -1.520 2.086
H -2.655577 -1.271060 -1.412938 0.860 0.535 0.834
H 2.753208 0.234539 0.462456 1.765 -1.049 0.492
H 0.708836 -1.310357 0.585806 0.001 0.417 -0.592
H 1.586391 1.501963 -0.016384 0.318 0.725 -0.060


8
Properties=species:S:1:pos:R:3:forces:R:3 method="wB97M-V/def2-TZVPD" orbital_gap_ev="7.95 / 7.92" fmax_ev_per_a=6.080 e_lumo_ha="-0.027 / -0.030" de_lowest_kcal_mol=96.4 homo_ha="-0.31951 / -0.32091"
S -0.076387 -0.686610 -0.736654 -0.281 -1.170 -2.340
C -1.693417 -0.345663 -1.385390 5.602 0.468 2.316
C 1.480856 0.569277 1.189595 0.501 -4.456 1.555
C 0.916413 -0.494697 0.631932 -1.774 1.976 -0.043
H -1.975545 -1.226423 -1.785516 -1.330 -2.513 -1.670
H -2.251118 0.286953 -0.845610 -2.518 2.143 1.566
H 1.498482 1.513863 0.875673 -0.287 3.627 -1.611
H 2.100717 0.383299 2.055970 0.088 -0.076 0.226


8
Properties=species:S:1:pos:R:3:forces:R:3 method="wB97M-V/def2-TZVPD" orbital_gap_ev=7.95 fmax_ev_per_a=3.604 smiles="S=C1CC1" e_lumo_ha=-0.006 de_lowest_kcal_mol=36.4 homo_ha=-0.29806
S -1.231919 -2.059918 -0.800889 0.264 1.294 0.637
C -0.299499 0.399096 0.660314 -2.104 1.471 -0.736
C 0.803827 0.297820 -0.433180 -3.459 -0.543 -0.853
C -0.583328 -0.698402 -0.231352 2.622 0.375 -1.682
H 0.811569 0.921306 -1.378461 -0.621 -0.543 1.509
H -1.091186 1.241778 0.821077 1.634 -1.163 -0.873
H -0.178048 -0.002923 1.627484 1.034 -0.301 1.252
H 1.768584 -0.098756 -0.264993 0.630 -0.591 0.747


9
Properties=species:S:1:pos:R:3:forces:R:3 method="wB97M-V/def2-TZVPD" orbital_gap_ev="5.07 / 4.99" fmax_ev_per_a=2.663 e_lumo_ha="-0.121 / -0.122" de_lowest_kcal_mol=81.7 homo_ha="-0.30682 / -0.30548"
S 2.415339 -1.909759 0.920595 -0.361 0.877 -0.324
S -1.879369 0.199133 1.320806 1.450 -0.056 0.076
C 0.904898 -1.333988 0.523181 1.364 -2.028 1.057
C 0.632624 0.031822 0.331076 -1.410 -1.189 0.277
C -0.611847 0.624164 0.034424 -1.841 0.135 -1.040
H 0.258877 -2.217192 0.538304 -1.008 1.157 -0.487
H 1.453629 0.663695 0.309429 1.748 1.053 0.554
H -1.056857 0.174132 -0.842914 -0.110 -0.536 -0.470
H -0.571976 1.661760 -0.242613 0.167 0.588 0.357


9
Properties=species:S:1:pos:R:3:forces:R:3 method="wB97M-V/def2-TZVPD" orbital_gap_ev="7.06 / 7.06" fmax_ev_per_a=4.570 e_lumo_ha="-0.015 / -0.015" de_lowest_kcal_mol=93.5 homo_ha="-0.27452 / -0.27452"
S -1.841234 -0.507377 0.185675 -1.311 0.840 -0.700
S 2.209638 -2.325475 -1.279182 -1.193 0.011 -0.247
C 0.648342 -2.194573 -1.085889 1.216 1.996 3.928
C -0.339749 -1.083369 0.698656 2.514 -2.460 -2.474
C -0.280801 0.354741 0.482510 0.549 0.639 3.453
H -0.237183 0.900123 1.523305 -0.196 -0.545 -2.361
H 0.423974 0.699092 -0.251002 -0.351 0.358 -0.586
H -0.289986 -2.471440 -1.429194 -1.325 -0.724 -1.388
H -0.149609 -1.638135 1.592073 0.096 -0.115 0.375


9
Properties=species:S:1:pos:R:3:forces:R:3 method="wB97M-V/def2-TZVPD" orbital_gap_ev="7.70 / 7.10" fmax_ev_per_a=1.181 e_lumo_ha="0.004 / -0.004" de_lowest_kcal_mol=70.8 homo_ha="-0.27869 / -0.26516"
S -2.046276 -0.148266 -0.376771 0.219 -0.102 0.017
S -0.149751 -0.857484 3.137396 0.090 0.182 -0.317
C -0.444661 -0.737974 -0.086342 -0.692 -0.083 -0.440
C 0.602019 0.106168 0.511401 0.158 0.002 -0.387
C 0.420156 -0.004756 1.959065 0.016 0.020 1.180
H -1.691972 1.004284 -0.959267 -0.028 0.132 -0.010
H 1.601995 -0.287578 0.302254 0.025 0.122 -0.019
H 0.565550 1.151284 0.194023 0.074 -0.101 -0.023
H -0.455007 -1.782953 0.176134 0.138 -0.171 -0.001


12
Properties=species:S:1:pos:R:3:forces:R:3 method="wB97M-V/def2-TZVPD" spin_multiplicity=3 orbital_gap_ev="6.86 / 5.84" fmax_ev_per_a=10.911 e_lumo_ha="0.005 / -0.111" de_lowest_kcal_mol=142.3 homo_ha="-0.24684 / -0.32528"
Au 3.375394 0.769048 0.584739 9.207 5.810 0.722
O -2.613577 1.239571 0.260459 -0.013 -0.220 -0.047
O 1.914786 -0.140090 0.450761 -9.589 -5.010 0.393
O -1.419911 -0.466348 0.370472 2.842 -3.941 -0.499
C -1.981584 0.429410 1.105446 -1.383 2.081 1.443
C -0.170859 -0.317013 -0.340905 -1.595 1.594 -2.661
C 1.227009 -0.810822 -0.603615 -1.143 -3.132 1.686
H 1.567146 -0.569763 -1.628200 -0.431 0.031 0.650
H 0.645674 0.297664 0.759407 0.821 0.787 -1.290
H 1.240814 -1.891252 -0.370973 0.865 0.027 -0.571
H -0.604183 -0.367848 -1.358491 0.294 1.800 -0.038
H -3.180708 1.827441 0.770905 0.125 0.174 0.210


12
Properties=species:S:1:pos:R:3:forces:R:3 method="wB97M-V/def2-TZVPD" orbital_gap_ev=10.79 fmax_ev_per_a=3.263 smiles=O[C@H](CBr)[C@H](Cl)Br e_lumo_ha=0.022 de_lowest_kcal_mol=0.0 homo_ha=-0.37439
Br 2.553180 1.068157 -0.772067 0.142 0.499 -0.022
Br -2.816622 0.878552 -0.056008 -0.025 -0.436 -0.366
Cl 2.050617 -1.509894 0.708581 0.191 -0.398 0.146
O -0.554309 -0.435759 1.524912 0.503 0.371 -0.922
C -1.169941 0.049203 -0.668941 0.234 -0.899 -0.704
C -0.139453 0.274043 0.357967 2.281 -0.829 0.875
C 1.332033 -0.313124 -0.310562 -3.241 0.274 -0.266
H -0.899908 0.523375 -1.628665 -0.202 -0.336 0.465
H 0.966531 -0.737882 -1.281828 0.879 -0.012 0.922
H -0.180053 -0.038678 2.316831 0.132 0.039 -0.106
H -1.137192 -1.074900 -0.740835 -1.171 1.019 -0.320
H -0.004887 1.316902 0.550613 0.276 0.707 0.300


12
Properties=species:S:1:pos:R:3:forces:R:3 method="wB97M-V/def2-TZVPD" orbital_gap_ev="5.12 / 5.13" fmax_ev_per_a=3.831 charge=+1 e_lumo_ha="-0.324 / -0.325" de_lowest_kcal_mol=117.9 homo_ha="-0.51254 / -0.51394"
Br -3.464781 -0.266380 0.267471 1.397 0.135 -0.510
N 1.682384 0.724277 0.270986 0.893 1.901 0.479
N -0.774562 0.043675 -0.572821 -2.376 -0.827 -1.125
N -0.442479 1.252912 -0.291823 -1.019 2.038 0.399
C 0.636796 1.639670 0.291131 -0.729 -2.003 -1.312
C -0.120150 -1.036240 0.157251 1.972 -2.097 -2.529
C 1.393971 -0.480234 0.165300 -2.826 -0.830 0.374
H 0.676310 2.679410 0.503328 0.629 0.587 0.641
H -1.097233 0.020372 -1.617322 0.574 -0.783 2.349
H -0.400459 -1.307212 1.163669 -0.582 0.829 0.488
H -0.244617 -2.108034 -0.392597 0.371 2.817 0.820
H 2.154819 -1.162218 0.055428 1.695 -1.767 -0.073


14
Properties=species:S:1:pos:R:3:forces:R:3 method="wB97M-V/def2-TZVPD" orbital_gap_ev="6.77 / 6.77" fmax_ev_per_a=3.278 charge=+1 smiles="[H]/N=[NH+]/[C@H](C(=C)Br)[N+](=O)[O-]" e_lumo_ha="-0.261 / -0.261" de_lowest_kcal_mol=137.1 homo_ha="-0.50949 / -0.50949"
Br -2.802579 -0.626488 0.222709 0.079 -0.795 -0.688
O 0.702329 1.967330 -0.600894 1.029 1.188 -1.105
O -1.396148 2.081236 -0.104254 -1.553 1.332 -0.510
N 1.074920 -0.022378 1.053795 -0.146 -0.954 -0.941
N -0.319291 1.632004 -0.133148 0.391 -1.510 2.492
N 1.946018 0.100041 0.136327 -2.425 -0.686 2.096
C -0.472723 -1.198660 -1.443454 0.260 -2.297 -0.578
C -0.265902 0.206362 0.701035 -1.830 0.239 -0.557
C -0.979644 -0.652483 -0.350337 0.119 -0.075 0.489
H -1.038831 -2.049080 -1.949305 0.395 1.733 0.389
H 2.783708 -0.048503 0.628670 2.493 -0.308 0.423
H -0.966923 0.177900 1.585854 1.307 0.674 -0.734
H 1.143482 -0.409822 2.059028 0.993 1.061 -1.551
H 0.591584 -1.157456 -1.806024 -1.111 0.398 0.775


Please write out number 2 again, unchanged.
8
Properties=species:S:1:pos:R:3:forces:R:3 method="wB97M-V/def2-TZVPD" orbital_gap_ev="7.95 / 7.92" fmax_ev_per_a=6.080 e_lumo_ha="-0.027 / -0.030" de_lowest_kcal_mol=96.4 homo_ha="-0.31951 / -0.32091"
S -0.076387 -0.686610 -0.736654 -0.281 -1.170 -2.340
C -1.693417 -0.345663 -1.385390 5.602 0.468 2.316
C 1.480856 0.569277 1.189595 0.501 -4.456 1.555
C 0.916413 -0.494697 0.631932 -1.774 1.976 -0.043
H -1.975545 -1.226423 -1.785516 -1.330 -2.513 -1.670
H -2.251118 0.286953 -0.845610 -2.518 2.143 1.566
H 1.498482 1.513863 0.875673 -0.287 3.627 -1.611
H 2.100717 0.383299 2.055970 0.088 -0.076 0.226